C6H13NO | the ωB97M-V functional and the def2-TZVPD basis

Structure (XYZ):
```
21
Properties=species:S:1:pos:R:3
C 1.81 0.89 -0.65
C 0.37 0.45 -0.33
C -0.14 -0.35 -1.58
C -0.58 1.80 -0.13
C 2.67 1.33 0.40
N -1.53 -1.79 2.08
C -1.60 -1.78 0.54
O 3.85 1.61 0.34
H 2.08 0.93 -1.70
H 2.22 1.52 1.44
H 0.40 -0.03 0.70
H 0.14 -1.43 -1.39
H 0.42 0.01 -2.42
H -1.21 -0.39 -1.76
H -1.53 1.64 0.43
H -0.07 2.64 0.47
H -0.66 2.09 -1.11
H -1.87 -2.75 1.99
H -0.53 -1.95 2.04
H -2.64 -1.50 0.29
H -1.59 -2.95 0.36
```

- Gap between HOMO and LUMO: 3.7 eV
- E: -366.083527 a.u.
- LUMO: -3.38 eV
- Relative energy (zero: lowest compared OMol25 entry of this formula, charge and spin): 219.9 kcal per mole